Below is a molecular structure, C30H48F3O19S6VZn at a distorted geometry, with properties calculated with ωB97M-V/def2-TZVPD.

The calculated total energy is -8012.78143 Ha. The spin multiplicity is 3. The HOMO-LUMO gap (alpha / beta) comes out at 4.32 / 4.33 eV. As for the net charge: +2. As for the expectation value of S²: 2.294. Its strongest force on any atom is 7.5 eV/A.

Cartesian coordinates (Å):
Zn (-1.55, 2.74, -1.11)
V (-2.47, -3.02, -1.60)
S (0.42, -4.66, -3.10)
S (1.76, 3.53, -2.21)
S (-0.10, -4.51, 2.13)
S (-0.29, -0.40, -0.87)
S (-0.18, 3.89, 1.69)
S (-3.41, -0.61, 1.32)
F (-0.20, -0.82, 1.83)
F (1.77, -1.00, 0.99)
F (0.93, 1.00, 1.14)
O (-3.35, -1.68, 0.27)
O (6.78, -0.35, 0.36)
O (-7.06, 1.35, -3.59)
O (0.49, 3.31, -1.60)
O (-1.12, -1.61, -0.84)
O (1.84, 3.57, -3.66)
O (1.23, 3.80, 1.37)
O (0.77, -0.53, -1.86)
O (-2.03, 3.10, -3.01)
O (-2.78, 0.65, 1.12)
O (-0.61, -3.49, 1.31)
O (-0.60, -3.97, -2.27)
O (0.75, -6.08, -2.78)
O (-0.95, -5.31, 3.07)
O (-3.48, 2.54, -0.91)
O (-1.10, 0.79, -1.04)
O (-5.48, 2.38, -5.85)
O (-0.97, 3.09, 0.75)
O (-2.67, -4.27, -0.56)
C (-0.71, 5.69, 1.89)
C (2.35, -5.11, 1.18)
C (-0.51, 3.49, 3.44)
C (-4.03, 2.46, -1.97)
C (5.43, -2.06, 1.22)
C (0.89, -5.73, 1.17)
C (3.02, 2.44, -1.42)
C (5.15, 0.40, 1.83)
C (1.33, -3.85, 3.13)
C (-1.22, 4.69, 4.07)
C (1.95, -3.58, -3.23)
C (5.95, -0.62, 1.16)
C (-5.22, -0.40, 1.63)
C (-4.45, -1.90, 3.44)
C (-3.22, 2.92, -3.21)
C (-5.46, -0.74, 3.14)
C (-0.06, -4.30, -4.81)
C (-3.87, 3.04, -4.45)
C (2.47, 5.04, -1.60)
C (-5.34, 1.87, -2.23)
C (1.79, -2.53, -4.34)
C (2.58, -4.50, 2.64)
C (0.63, -0.29, 0.90)
C (3.90, 4.63, -1.11)
C (-0.70, 5.99, 3.44)
C (-5.11, 2.45, -4.62)
C (-3.08, -1.44, 2.95)
C (3.73, 3.23, -0.48)
C (0.67, -2.99, -5.28)
C (-5.89, 1.80, -3.47)
H (4.70, 2.74, -0.39)
H (-2.64, -0.73, 3.64)
H (-2.29, 4.66, 3.86)
H (1.46, -1.56, -3.96)
H (5.10, 0.13, 2.88)
H (2.41, 1.66, -0.96)
H (4.47, 4.46, -2.02)
H (1.19, -3.86, 4.21)
H (1.83, 5.39, -0.78)
H (3.34, -3.74, 2.51)
H (6.34, -2.67, 1.22)
H (2.70, -2.33, -4.90)
H (-3.29, 3.37, -5.30)
H (-6.49, -1.02, 3.36)
H (-1.05, 4.72, 5.15)
H (0.30, -5.14, -5.41)
H (-1.73, 5.70, 1.49)
H (3.18, -5.76, 0.89)
H (-4.33, -2.23, 4.47)
H (2.96, -5.32, 3.26)
H (3.40, 3.33, 0.56)
H (1.00, -3.30, -6.27)
H (1.39, -2.78, 2.97)
H (-5.47, 0.63, 1.36)
H (4.26, 5.34, -0.37)
H (5.64, 1.37, 1.69)
H (4.22, 0.52, 1.28)
H (-5.80, -1.09, 1.02)
H (-4.73, -2.85, 2.98)
H (-5.39, 0.19, 3.69)
H (2.56, 5.77, -2.40)
H (2.70, -4.30, -3.54)
H (0.95, -6.59, 1.84)
H (-1.11, 6.83, 4.01)
H (0.08, 6.20, 1.33)
H (3.74, 2.03, -2.13)
H (-1.14, -4.26, -4.94)
H (0.31, -6.10, 0.32)
H (0.46, 3.31, 3.89)
H (2.28, -3.30, -2.23)
H (-5.87, 1.50, -1.37)
H (-0.06, -2.19, -5.30)
H (-2.27, -2.13, 2.72)
H (2.39, -4.31, 0.43)
H (0.34, 6.16, 3.73)
H (-1.06, 2.55, 3.45)
H (4.79, -2.38, 0.40)
H (4.90, -2.16, 2.16)

Below is a molecular structure, C3H4O3Tl at a distorted geometry, with properties calculated with ωB97M-V/def2-TZVPD.

The calculation puts the energy relative to the best compared isomer or geometry (same formula, charge and spin) at 28.5 kcal/mol. The calculated total energy is -514.83280 Ha. The spin multiplicity is 2. The HOMO-LUMO gap (alpha / beta) comes out at 9.43 / 7.06 eV. As for the expectation value of S²: 0.764. Its strongest force on any atom is 2.8 eV/A.

Cartesian coordinates (Å):
Tl (-0.84, 5.70, -0.52)
O (-1.35, 3.45, -0.30)
O (-3.44, 2.79, -0.19)
O (-3.01, 4.92, -0.46)
C (-4.12, -0.28, 0.06)
C (-2.57, 3.76, -0.30)
C (-2.97, 0.45, -0.01)
H (-4.67, -0.56, -0.84)
H (-2.35, 0.56, 0.89)
H (-4.65, -0.42, 1.01)
H (-2.38, 0.42, -0.93)